(1)
The following is a DFT calculation (ωB97M-V with the def2-TZVPD basis set) of a molecular structure, C36H48CaN13O6PS2.

Atoms and positions in Å:
1 Ca -0.4611 -0.2859 0.2022
2 C -2.5719 4.8969 -2.2037
3 N -1.8960 3.6131 -2.2639
4 C -0.9705 3.2456 -3.2003
5 C -0.6018 1.9674 -2.8889
6 N -1.2671 1.5522 -1.7752
7 C -2.0436 2.5590 -1.4132
8 P -3.2704 2.5516 -0.0690
9 C -2.1496 2.5297 1.3652
10 N -1.0374 1.8362 1.5149
11 C -0.5137 2.1854 2.7222
12 C -1.3200 3.1109 3.3187
13 N -2.3559 3.3247 2.4561
14 C -3.4597 4.2459 2.6669
15 C -3.7463 0.8078 -0.2131
16 N -2.9546 -0.2431 -0.2805
17 C -3.7417 -1.3110 -0.5946
18 C -5.0391 -0.9020 -0.7145
19 N -5.0382 0.4412 -0.4697
20 C -6.2083 1.3012 -0.4866
21 H -2.1844 5.5305 -2.9965
22 H -2.3913 5.3883 -1.2488
23 H -3.6460 4.7789 -2.3418
24 H -0.6607 3.9112 -3.9869
25 H 0.1083 1.3350 -3.3920
26 H 0.3928 1.7455 3.0987
27 H -1.2523 3.6183 4.2649
28 H -3.4161 4.6172 3.6871
29 H -4.4126 3.7425 2.5192
30 H -3.4013 5.0930 1.9843
31 H -3.3284 -2.2962 -0.7359
32 H -5.9449 -1.4374 -0.9394
33 H -7.0863 0.6903 -0.6782
34 H -6.1303 2.0554 -1.2681
35 H -6.3355 1.8002 0.4725
36 C 3.4266 -1.3501 2.7009
37 C 2.7001 -2.6834 2.5007
38 C 1.9933 -2.4422 1.1817
39 O 1.5628 -1.0743 1.2465
40 C 2.4426 -0.3326 2.1189
41 H 4.3617 -1.3256 2.1420
42 H 3.6473 -1.1417 3.7467
43 H 1.9673 -2.8460 3.2944
44 H 3.3721 -3.5392 2.4642
45 H 1.1189 -3.0637 1.0014
46 H 2.6988 -2.5597 0.3521
47 H 1.8268 0.1177 2.8996
48 H 2.9484 0.4342 1.5502
49 O 5.9188 -0.4919 0.8084
50 S 5.5457 -0.1090 -0.5264
51 O 6.1062 -0.8705 -1.6137
52 N 3.9078 -0.0303 -0.6714
53 C 3.4934 1.2117 -0.8859
54 S 1.8683 1.6005 -1.0622
55 C 4.5866 2.2167 -0.9513
56 C 4.4839 3.5806 -1.1597
57 C 5.6520 4.3313 -1.1989
58 C 6.8966 3.7312 -1.0282
59 C 7.0001 2.3619 -0.8121
60 C 5.8322 1.6335 -0.7792
61 H 3.5070 4.0277 -1.2927
62 H 5.5982 5.3998 -1.3643
63 H 7.7922 4.3374 -1.0617
64 H 7.9611 1.8835 -0.6735
65 C -5.0439 -1.5829 2.7889
66 C -4.2075 -2.1848 3.9167
67 C -2.9148 -2.8500 3.4277
68 C -2.1220 -3.3632 4.6508
69 C -0.8382 -4.1173 4.3047
70 C -3.2694 -4.0590 2.5717
71 O -4.0891 -4.8825 2.9188
72 N -2.5825 -4.1933 1.3912
73 C -1.6355 -3.2866 0.8888
74 O -1.0888 -3.5505 -0.1766
75 N -1.4099 -2.1470 1.5654
76 C -2.0415 -1.8220 2.7085
77 O -1.8900 -0.7103 3.2106
78 H -5.9435 -1.1143 3.1920
79 H -5.3563 -2.3531 2.0807
80 H -4.4735 -0.8224 2.2497
81 H -4.7891 -2.9388 4.4484
82 H -3.9247 -1.4043 4.6231
83 H -2.7890 -4.0097 5.2249
84 H -1.8887 -2.4905 5.2631
85 H -1.0538 -5.0441 3.7705
86 H -0.2948 -4.3781 5.2130
87 H -0.1810 -3.5070 3.6814
88 H -2.7506 -5.0189 0.8357
89 C 3.8214 0.1529 -4.3702
90 C 3.3234 -0.9894 -5.2513
91 C 2.2463 -0.5140 -6.2248
92 C 2.8339 -2.1913 -4.4290
93 N 1.6943 -1.8770 -3.5819
94 C 1.6654 -1.3325 -2.3658
95 N 0.4059 -1.1021 -2.0635
96 N -0.3271 -1.5168 -3.1109
97 N 0.4321 -1.9879 -4.0325
98 H 4.2409 0.9445 -4.9945
99 H 4.5982 -0.1697 -3.6781
100 H 2.9973 0.5891 -3.7975
101 H 4.1701 -1.3710 -5.8294
102 H 1.3704 -0.1494 -5.6839
103 H 1.9206 -1.3197 -6.8854
104 H 2.6276 0.3042 -6.8371
105 H 3.6308 -2.5678 -3.7883
106 H 2.5112 -2.9870 -5.0984
107 H 2.5350 -1.0912 -1.7658

orbital gap = 7.97 eV
HOMO level = -7.9 eV
spin multiplicity = 1
ΔE to the lowest compared entry with this formula, charge and spin = 9.74 kcal per mole

These are the Löwdin partial charges, in e, on atoms 1 to 99: Ca 1.2573; C -0.0355; N -0.1314; C -0.0532; C -0.2016; N 0.0232; C -0.4639; P 1.1658; C -0.4566; N 0.0002; C -0.1178; C -0.0460; N -0.1284; C -0.0356; C -0.4677; N 0.0011; C -0.1115; C -0.0530; N -0.1275; C -0.0362; H 0.0895; H 0.0845; H 0.0838; H 0.1196; H 0.0726; H 0.0958; H 0.1213; H 0.0909; H 0.0797; H 0.0858; H 0.1034; H 0.1244; H 0.0908; H 0.0831; H 0.0847; C -0.1372; C -0.1389; C -0.1873; O -0.3120; C -0.1749; H 0.0802; H 0.1153; H 0.0999; H 0.1187; H 0.1001; H 0.1192; H 0.1051; H 0.0852; O -0.3027; S 0.6376; O -0.3109; N -0.1294; C -0.8192; S 0.6910; C -0.2320; C -0.0304; C -0.0687; C -0.0714; C -0.0361; C -0.2093; H 0.0953; H 0.1028; H 0.1042; H 0.1213; C -0.0735; C -0.1771; C -0.3097; C -0.1608; C -0.0662; C -0.4236; O 0.0915; N 0.2131; C -0.6002; O 0.0183; N 0.0653; C -0.4827; O 0.0390; H 0.0741; H 0.0760; H 0.0586; H 0.1183; H 0.1172; H 0.1223; H 0.1212; H 0.0812; H 0.0771; H 0.0571; H 0.1606; C -0.0621; C -0.4007; C -0.0785; C -0.1004; N -0.0898; C -0.1634; N -0.0714; N -0.0093; N 0.0633; H 0.0849; H 0.0658

(2)
The following is a DFT calculation (ωB97M-V with the def2-TZVPD basis set) of a molecular structure, C23H28NO2Os in a non-equilibrium geometry.

Atoms and positions in Å:
1 C -2.5705 0.2971 -2.4266
2 C -1.9633 1.2358 -1.5504
3 C -0.5690 0.9227 -1.4625
4 H -2.4717 2.0232 -1.0044
5 C -0.2988 -0.1557 -2.3569
6 C -1.5336 -0.5863 -2.9029
7 H 0.6818 -0.5868 -2.5875
8 C -3.2020 -1.6249 1.0139
9 C -3.3447 -0.2202 0.7872
10 C -2.1161 0.3854 1.2014
11 H -4.2261 0.3063 0.4027
12 C -1.2491 -0.6397 1.7169
13 C -1.9131 -1.8762 1.5372
14 H 0.1837 1.5277 -0.9654
15 H -1.6456 -1.4450 -3.5595
16 H -3.6314 0.2190 -2.6417
17 H -1.4591 -2.8622 1.6896
18 H -1.9350 1.4532 1.3185
19 H -3.9544 -2.4124 0.8899
20 Os -1.9102 -0.6423 -0.6849
21 C 0.0862 -0.4600 2.4166
22 C 0.1644 -1.4099 3.6151
23 C 0.2763 0.9957 2.8773
24 H -0.6420 -1.1850 4.3132
25 H 1.1185 -1.2705 4.1158
26 H 0.0911 -2.4498 3.3008
27 H -0.4926 1.2437 3.6145
28 H 0.2225 1.7095 2.0489
29 H 1.2550 1.0893 3.3501
30 C 1.1518 -0.8069 1.3485
31 C 2.6123 -0.7984 1.7976
32 H 1.0470 -0.0629 0.5378
33 H 0.9705 -1.8130 0.9224
34 O 2.9917 -0.8831 2.9629
35 N 3.5173 -0.6913 0.7701
36 C 3.2336 -0.4839 -0.6522
37 H 4.4902 -0.7452 1.0512
38 C 3.0689 0.9798 -1.0139
39 C 2.9124 1.3146 -2.3594
40 H 2.9204 0.5055 -3.0902
41 C 2.7583 2.6424 -2.7481
42 H 2.6341 2.8835 -3.8038
43 C 2.7779 3.6570 -1.7820
44 H 2.6749 4.7008 -2.0811
45 C 2.9419 3.3293 -0.4310
46 H 2.9663 4.1036 0.3394
47 C 3.0895 1.9906 -0.0482
48 H 3.2470 1.7336 1.0022
49 H 2.3344 -1.0526 -0.9421
50 H 4.0590 -0.9308 -1.2256
51 C -4.3513 -2.5913 -1.7342
52 O -2.9896 -2.3491 -1.4351
53 H -4.3867 -3.6273 -1.3765
54 H -4.4546 -2.5771 -2.8267
55 H -5.1684 -2.0093 -1.2491

orbital gap (spin up / spin down) = 6.02 / 5.41 eV
total charge = +1
HOMO level (spin up / spin down) = -8.8 / -11.7 eV
spin multiplicity = 5

Formally, the Löwdin partial charges of the atoms, in units of the elementary charge, are as follows: C -0.2195; C -0.2180; C -0.1918; H 0.1362; C -0.1090; C -0.1818; H 0.1155; C -0.1639; C -0.2265; C -0.1681; H 0.1346; C -0.2414; C -0.0386; H 0.1151; H 0.1237; H 0.1237; H 0.1397; H 0.1353; H 0.1241; Os 1.4967; C -0.4830; C -0.0200; C -0.0163; H 0.0991; H 0.0821; H 0.0858; H 0.0995; H 0.0811; H 0.0943; C -0.0645; C -0.4549; H 0.0908; H 0.1408; O 0.0555; N 0.0617; C -0.1372; H 0.1569; C -0.2326; C -0.0723; H 0.1158; C -0.0748; H 0.1093; C -0.0796; H 0.1073; C -0.0689; H 0.1101; C -0.0400; H 0.1153; H 0.1069; H 0.1378; C -0.1126; O -0.2108; H 0.1094; H 0.1157; H 0.1063

(3)
The following is a DFT calculation (ωB97M-V with the def2-TZVPD basis set) of a single C4H7N3O molecule in a non-equilibrium geometry.

Atoms and positions in Å:
1 C 0.5039 0.8380 -1.4163
2 C 0.0959 -0.0455 -0.2540
3 N -0.5769 -1.2989 -0.6728
4 C 1.2734 -0.4475 0.6975
5 N 2.3343 -0.7004 1.1063
6 C -0.7784 0.6558 0.7781
7 N -0.7794 -0.2182 1.9380
8 O -1.0022 1.8447 0.8877
9 H -0.3011 1.5007 -1.7496
10 H 1.3519 1.4839 -1.1589
11 H 0.8041 0.2692 -2.3040
12 H 0.0553 -1.8155 -1.2832
13 H -1.3940 -1.0613 -1.2353
14 H -0.7109 0.2162 2.8496
15 H -0.8759 -1.2213 1.8169

orbital gap = 10.50 eV
HOMO level = -10.1 eV
SMILES = C[C@@](N)(C#N)C(N)=O
spin multiplicity = 1
ΔE to the lowest compared entry with this formula, charge and spin = 31.53 kcal per mole

Formally, the Löwdin partial charges of the atoms, in units of the elementary charge, are as follows: C -0.0289; C -0.4738; N 0.0728; C -0.1627; N 0.1534; C -0.4326; N 0.1153; O 0.0985; H 0.0912; H 0.0953; H 0.0858; H 0.0891; H 0.0946; H 0.1097; H 0.0923

(4)
The following is a DFT calculation (ωB97M-V with the def2-TZVPD basis set) of a molecular structure, C2H7NO2S2 in a non-equilibrium geometry.

Atoms and positions in Å:
1 C 0.3083 -0.6588 0.5181
2 C 1.7568 1.7655 0.5359
3 N -3.0190 -1.6190 -0.6449
4 O -0.9717 -2.9611 -0.2984
5 O 0.0740 1.2249 -1.5236
6 S -1.7490 -1.8465 0.2706
7 S 1.2194 0.2884 -0.4751
8 H 0.5868 -1.6860 0.4544
9 H -0.1283 0.6988 -2.2787
10 H 0.0254 -0.3130 1.6215
11 H 1.8411 1.2028 1.4826
12 H 2.6976 2.2956 0.0604
13 H 1.0088 2.5233 0.6679
14 H -3.6502 -0.9148 -0.3905

orbital gap (spin up / spin down) = 6.26 / 6.41 eV
HOMO level (spin up / spin down) = -5.9 / -9.2 eV
spin multiplicity = 3
ΔE to the lowest compared entry with this formula, charge and spin = 72.76 kcal per mole

Formally, the Löwdin partial charges of the atoms, in units of the elementary charge, are as follows: C -0.4829; C -0.2319; N -0.2843; O -0.5628; O -0.3447; S 0.7428; S 0.9609; H -0.0209; H 0.0062; H 0.0932; H 0.0364; H 0.1029; H 0.0370; H -0.0521

(5)
The following is a DFT calculation (ωB97M-V with the def2-TZVPD basis set) of a single C14H19N3O5 molecule in a non-equilibrium geometry.

Atoms and positions in Å:
1 N -0.4479 -3.0162 1.5279
2 C -0.7223 -2.8658 0.1867
3 O 0.1716 -2.6361 -0.6407
4 C -2.1937 -3.1060 -0.0752
5 C -3.0713 -1.9268 0.2796
6 C -2.6167 -0.5151 -0.2513
7 N -2.1475 -0.5053 -1.6241
8 C -1.6126 0.2539 0.6485
9 O -1.2513 -0.1375 1.7635
10 N -1.0394 1.2976 -0.0160
11 C -0.2047 2.4225 0.4760
12 C 1.0490 2.5341 -0.4500
13 C 2.0611 1.4214 -0.2061
14 C 1.8764 0.1673 -0.8302
15 C 2.6985 -0.9085 -0.6488
16 C 3.9646 -0.6694 -0.1006
17 O 4.9152 -1.6379 0.0278
18 C 4.1855 0.5611 0.4989
19 C 3.2425 1.5555 0.4996
20 C -0.9875 3.7244 0.2785
21 O -0.5682 4.7604 0.6840
22 O -2.2443 3.5975 -0.3905
23 H 0.5590 -2.9291 1.8432
24 H -1.0673 -2.6574 2.2120
25 H -2.5312 -3.8894 0.6500
26 H -2.3916 -3.5981 -1.0663
27 H -4.1363 -2.1226 -0.0079
28 H -3.0785 -1.8097 1.3604
29 H -3.5239 0.1258 -0.1700
30 H -1.5661 -1.3272 -1.8336
31 H -2.9330 -0.5273 -2.2831
32 H -1.5657 1.5734 -0.9123
33 H -0.0586 2.2900 1.5563
34 H 1.5086 3.5256 -0.3452
35 H 0.6514 2.3802 -1.5135
36 H 0.9272 -0.0103 -1.4462
37 H 2.4743 -1.9238 -1.0431
38 H 5.6726 -1.1159 -0.2399
39 H 5.0708 0.6341 1.1042
40 H 3.4607 2.4838 0.9722
41 H -2.5294 4.5268 -0.4745

orbital gap = 8.89 eV
HOMO level = -8.4 eV
SMILES = NC(=O)CC[C@H](N)C(=O)N[C@@H](Cc1ccc(O)cc1)C(=O)O
spin multiplicity = 1
ΔE to the lowest compared entry with this formula, charge and spin = 35.65 kcal per mole

Formally, the Löwdin partial charges of the atoms, in units of the elementary charge, are as follows: N 0.1490; C -0.5092; O 0.0271; C -0.1408; C -0.1495; C -0.2922; N 0.0502; C -0.4166; O 0.0354; N 0.0781; C -0.1741; C -0.0743; C -0.2175; C -0.0453; C -0.0173; C -0.3317; O 0.0484; C -0.0374; C -0.0486; C -0.4287; O 0.1321; O 0.0542; H 0.1448; H 0.0756; H 0.1247; H 0.1346; H 0.1263; H 0.0996; H 0.1528; H 0.0739; H 0.0910; H 0.1558; H 0.1698; H 0.1209; H 0.1497; H 0.1300; H 0.1202; H 0.0992; H 0.1141; H 0.1064; H 0.1193

(6)
The following is a DFT calculation (ωB97M-V with the def2-TZVPD basis set) of a single C4H6O2S molecule in a non-equilibrium geometry.

Atoms and positions in Å:
1 O 2.0512 -1.2774 0.0668
2 C 1.8476 -0.1047 -0.0313
3 C 0.4320 0.4060 -0.0187
4 O 0.5662 1.7883 -0.0874
5 C -0.4269 -0.2193 -1.1236
6 S -1.8860 -0.3826 -0.0086
7 C -0.4741 -0.0581 1.1560
8 H 2.6910 0.6923 -0.0009
9 H -0.2816 2.2210 0.0841
10 H -0.0462 -1.2184 -1.3507
11 H -0.6332 0.4015 -1.9927
12 H -0.1376 -0.9667 1.7331
13 H -0.6272 0.7616 1.9355

orbital gap = 9.48 eV
HOMO level = -9.0 eV
SMILES = O=CC1(O)CSC1
spin multiplicity = 1
ΔE to the lowest compared entry with this formula, charge and spin = 26.86 kcal per mole

Formally, the Löwdin partial charges of the atoms, in units of the elementary charge, are as follows: O 0.0829; C -0.1887; C -0.6414; O -0.0084; C -0.3583; S 0.8254; C -0.3553; H 0.1616; H 0.1095; H 0.0838; H 0.0865; H 0.0984; H 0.1041